Record 1
Density functional theory data (the ωB97M-V functional and the def2-TZVPD basis) for a cluster of 2 separate species, C16H15O4 in total.

Results
Spin multiplicity = 1
Net charge = -1
Total energy = -25025.178 eV
HOMO-LUMO gap = 3.41 eV

Each line ends with the natural charge from an NBO analysis.
Atoms and positions in Å:
C: -1.77500 0.92637 2.05825  -0.251
C: -0.96561 1.93151 1.66904  -0.210
C: 0.46685 1.98542 1.99838  0.466
O: 1.19329 2.93831 1.66764  -0.469
C: 0.95272 0.80750 2.74210  -0.223
C: 0.15173 -0.21287 3.10859  -0.241
C: -1.29521 -0.23812 2.82045  0.472
O: -2.04455 -1.16164 3.18116  -0.525
H: -2.83427 0.95113 1.81548  0.234
H: -1.36772 2.76518 1.09866  0.280
H: 2.01433 0.79542 2.98244  0.220
H: 0.54967 -1.07131 3.64666  0.219
C: -5.01403 -0.60859 -1.38013  -0.619
C: -4.37813 0.72281 -1.09229  -0.065
O: -3.14065 0.82480 -1.82434  -0.541
C: -2.48634 1.97492 -1.48289  0.717
C: -1.21663 2.14425 -2.14506  -0.554
C: -0.49621 3.33865 -2.11379  -0.004
C: -1.05004 4.57339 -1.62175  -0.270
C: -0.27234 5.71741 -1.52970  -0.209
C: 1.07267 5.69807 -1.92930  -0.322
C: 1.62663 4.52424 -2.46735  -0.216
C: 0.86601 3.37117 -2.57444  -0.258
O: -2.98440 2.73705 -0.64051  -0.761
H: -5.93240 -0.69040 -0.79680  0.197
H: -5.28545 -0.71663 -2.43365  0.199
H: -4.36736 -1.44138 -1.09018  0.205
H: -5.04422 1.53941 -1.39998  0.176
H: -4.16773 0.81323 -0.02051  0.176
H: -0.83554 1.28633 -2.68526  0.193
H: -2.08806 4.57242 -1.29308  0.234
H: -0.72169 6.63279 -1.14065  0.188
H: 1.68234 6.59486 -1.83314  0.185
H: 2.66274 4.51191 -2.80746  0.188
H: 1.27153 2.44375 -2.98992  0.187

Record 2
Density functional theory data (the ωB97M-V functional and the def2-TZVPD basis) for the molecule C17H34O2.

Results
Spin multiplicity = 1
Total energy = -22262.907 eV
SMILES string = CCCCCCCCCCCCCC(=O)OC(C)C
Energy relative to the best compared isomer or geometry (same formula, charge and spin) = 1363.6 kJ/mol
HOMO-LUMO gap = 10.58 eV

Each line ends with the natural charge from an NBO analysis.
Atoms and positions in Å:
C: 5.32326 0.24580 -3.19126  -0.640
C: 6.02302 0.70152 -2.06094  -0.416
C: 5.19833 1.44184 -1.04856  -0.355
C: 4.12682 0.81188 -0.46994  -0.494
C: 4.56359 -0.32422 0.18063  -0.380
C: 3.54367 -0.89352 1.25161  -0.385
C: 2.45955 -1.41515 0.51443  -0.413
C: 1.28775 -2.32456 1.22539  -0.411
C: 0.12566 -2.89017 0.47376  -0.375
C: -1.17676 -1.87164 0.53356  -0.418
C: -0.88346 -0.77600 -0.09306  -0.384
C: -2.15057 0.05213 -0.43636  -0.393
H: -3.00240 -0.30952 -1.04786  0.216
H: -2.04847 0.99782 -0.93459  0.224
C: -2.82436 0.65774 0.83352  -0.502
C: -3.90627 1.65217 0.75299  0.786
O: -3.95247 2.92275 0.36620  -0.647
O: -5.08093 0.95992 0.76148  -0.556
C: -6.48092 1.46228 0.41367  0.082
C: -7.28784 0.53399 -0.00206  -0.645
H: -6.89070 -0.00168 -1.08598  0.226
H: -7.39308 -0.25404 0.80295  0.218
H: -8.26038 0.93137 -0.30227  0.255
C: -6.79290 2.28495 1.82922  -0.650
H: -7.10737 1.28518 2.30613  0.241
H: -7.90304 2.76201 1.45079  0.180
H: -6.16009 3.16875 1.92934  0.272
H: -6.18911 2.16902 -0.31260  0.208
H: -3.03376 -0.07285 1.64511  0.234
H: -2.07866 1.35391 1.53655  0.211
H: -0.24186 -0.09558 0.35721  0.213
H: -0.51066 -0.84259 -1.30253  0.193
H: -1.45353 -1.73850 1.63006  0.210
H: -1.93940 -2.35163 0.00644  0.210
H: 0.42751 -2.97040 -0.50399  0.199
H: -0.24634 -3.93624 1.12926  0.209
H: 0.87770 -1.60526 1.92264  0.180
H: 1.83233 -2.96999 2.12355  0.204
H: 1.87924 -0.84128 -0.13176  0.211
H: 2.86299 -2.42385 -0.13341  0.168
H: 3.03724 -0.04729 2.01332  0.195
H: 4.06076 -1.74821 2.12805  0.213
H: 5.07544 -1.17799 -0.27527  0.239
H: 5.49221 0.00041 1.00064  0.172
H: 3.56679 0.38153 -1.26804  0.221
H: 3.51426 1.56740 0.19643  0.227
H: 5.97010 1.98890 -0.29328  0.216
H: 4.87075 2.56235 -1.61539  0.186
H: 6.95647 1.16096 -2.48395  0.231
H: 6.73317 -0.24683 -1.51037  0.178
H: 4.84322 0.99068 -3.78364  0.213
H: 4.54922 -0.55436 -2.99504  0.195
H: 5.79429 -0.36394 -4.03278  0.225

| no. | highest occupied orbital energy (Eh) |
| --- | --- |
| 1 | -0.0909 |
| 2 | -0.3582 |